[1]
The following is a DFT calculation (wB97M-V/def2-TZVPD) of a structure of composition C27H16MoN6O6S7 at a distorted geometry.

XYZ file:
```
63
C27H16MoN6O6S7 wB97M-V/def2-TZVPD
Mo 0.921 1.161 0.872
C -0.074 4.345 -2.073
C 0.503 3.643 -1.019
N -0.043 2.510 -0.601
C -1.145 2.061 -1.223
C -1.703 2.788 -2.259
N -1.170 3.929 -2.684
C -1.688 0.801 -0.693
C -2.763 0.103 -1.211
C -3.189 -1.054 -0.567
C -2.556 -1.438 0.614
C -1.492 -0.690 1.080
N -1.054 0.376 0.403
C -0.794 -0.909 2.363
C -1.154 -1.882 3.274
N -0.557 -1.998 4.459
C 0.403 -1.135 4.727
C 0.804 -0.153 3.818
N 0.202 -0.044 2.644
C -4.306 -1.858 -1.113
C -4.260 -3.247 -1.087
C -5.326 -3.959 -1.617
N -6.404 -3.388 -2.145
C -6.441 -2.059 -2.165
C -5.426 -1.253 -1.672
H 0.381 5.264 -2.419
H 1.405 3.968 -0.522
H -2.596 2.443 -2.763
H -3.240 0.427 -2.124
H -2.911 -2.298 1.162
H -1.941 -2.590 3.054
H 0.899 -1.207 5.686
H 1.619 0.524 4.027
H -3.400 -3.774 -0.695
H -5.307 -5.043 -1.617
H -7.329 -1.611 -2.595
H -5.532 -0.177 -1.701
O 2.485 -2.975 0.577
S 2.751 -1.596 0.285
O 3.798 -0.939 1.013
O 1.434 -0.833 0.383
C 3.283 -1.526 -1.425
C 4.034 -2.628 -1.803
C 4.715 -2.648 -3.014
C 4.660 -1.555 -3.856
C 3.890 -0.456 -3.502
C 3.200 -0.440 -2.301
S 2.071 0.904 -2.083
O 0.743 0.323 -2.146
O 2.363 1.924 -3.047
O 2.351 1.421 -0.677
H 4.094 -3.472 -1.130
H 5.295 -3.520 -3.285
H 5.199 -1.555 -4.794
H 3.802 0.397 -4.160
S 2.788 4.730 7.060
C 2.430 4.037 5.623
S 0.911 4.257 4.812
C 1.258 3.242 3.435
C 2.467 2.649 3.404
S 3.005 1.603 2.124
S 3.511 2.982 4.766
S 0.127 3.098 2.124
```

Summary:
Maximum force = 0.0227 Eh/bohr
Charge = 0
ΔE to the lowest compared entry with this formula, charge and spin = 0.0 kcal per mole
E_tot = -127189.0546 eV
HOMO energy (alpha / beta) = -7.19 / -7.52 eV
2S+1 = 3

[2]
The following is a DFT calculation (wB97M-V/def2-TZVPD) of a structure of composition C27H17Br2CrN5O5S at a distorted geometry.

XYZ file:
```
58
C27H17Br2CrN5O5S wB97M-V/def2-TZVPD
Cr 0.064 0.512 0.213
O -3.313 2.491 4.095
C -2.850 2.075 2.909
C -3.636 2.070 1.744
C -3.094 1.625 0.563
N -1.821 1.213 0.561
C -1.119 1.227 1.632
Br 0.926 2.717 -0.154
C -1.530 1.631 2.869
H -4.228 2.781 4.039
H -4.663 2.421 1.765
H -3.675 1.585 -0.350
H -0.907 1.624 3.754
Br -4.385 -5.116 -5.421
C -2.731 -4.278 -5.685
C -1.824 -4.213 -4.630
C -0.619 -3.571 -4.814
C -0.320 -2.993 -6.062
C -1.226 -3.096 -7.122
C -2.436 -3.730 -6.930
N 0.880 -2.339 -6.313
N 1.745 -2.054 -5.477
C 1.703 -1.445 -4.296
C 2.884 -1.570 -3.497
C 2.924 -1.184 -2.198
C 1.772 -0.603 -1.613
O 1.701 -0.259 -0.401
C 0.608 -0.342 -2.441
N -0.379 0.330 -1.811
C -1.426 0.720 -2.512
C -1.539 0.452 -3.874
C -0.555 -0.270 -4.510
C 0.557 -0.703 -3.777
H -2.065 -4.664 -3.674
H 0.095 -3.512 -3.999
H -0.965 -2.662 -8.080
H -3.150 -3.809 -7.739
H 3.746 -2.037 -3.960
H 3.809 -1.315 -1.587
H -2.187 1.281 -1.989
H -2.401 0.818 -4.417
H -0.637 -0.469 -5.570
O 0.810 -0.467 2.059
C 0.160 -1.481 1.694
N -0.581 -1.359 0.586
S -1.180 -2.790 0.037
O -2.607 -2.749 -0.063
O -0.428 -3.196 -1.122
C -0.660 -3.673 1.491
C -0.953 -4.966 1.866
C -0.463 -5.397 3.094
C 0.291 -4.556 3.909
C 0.571 -3.250 3.520
C 0.081 -2.824 2.305
H -1.539 -5.623 1.231
H -0.680 -6.407 3.424
H 0.659 -4.925 4.858
H 1.143 -2.573 4.145
```

Summary:
Maximum force = 0.0252 Eh/bohr
Charge = +1
ΔE to the lowest compared entry with this formula, charge and spin = 11.7 kcal per mole
E_tot = -225295.9109 eV
HOMO energy (alpha / beta) = -10.06 / -9.83 eV
2S+1 = 2

[3]
The following is a DFT calculation (wB97M-V/def2-TZVPD) of a structure of composition C27H17BrCoF10N3.

XYZ file:
```
59
C27H17BrCoF10N3 wB97M-V/def2-TZVPD
Co 0.068 -0.879 0.204
C 1.902 -3.493 -0.520
N 0.752 -3.125 0.293
C 0.997 -3.370 1.710
C 1.865 -2.250 2.257
N 1.161 -0.999 2.039
C 1.666 0.115 2.611
C 3.015 0.404 2.928
F 3.997 -0.492 2.670
C 3.428 1.618 3.446
F 4.736 1.825 3.676
C 2.529 2.629 3.712
F 2.944 3.819 4.182
C 1.184 2.370 3.506
F 0.276 3.296 3.838
C 0.782 1.153 3.013
F -0.533 0.898 2.985
C -0.457 -3.759 -0.217
C -0.889 -3.112 -1.547
N -0.311 -1.785 -1.649
C -0.584 -1.020 -2.719
C -1.711 -1.047 -3.576
F -2.681 -1.981 -3.424
C -1.911 -0.120 -4.582
F -3.024 -0.193 -5.330
C -0.998 0.885 -4.829
F -1.223 1.801 -5.787
C 0.172 0.897 -4.085
F 1.123 1.797 -4.366
C 0.375 -0.044 -3.108
F 1.587 -0.118 -2.531
H 2.102 -4.574 -0.457
H 2.788 -2.952 -0.192
H 1.712 -3.217 -1.556
H 1.473 -4.348 1.882
H 0.040 -3.355 2.235
H 2.849 -2.289 1.776
H 2.025 -2.419 3.330
H -1.244 -3.622 0.527
H -0.317 -4.842 -0.360
H -1.982 -3.121 -1.589
H -0.532 -3.724 -2.388
Br -2.385 -0.944 0.832
C -2.627 0.945 0.537
C -3.861 1.466 0.787
C -4.062 2.850 0.623
C -3.024 3.644 0.230
C -1.739 3.105 -0.016
C -0.657 3.934 -0.378
C 0.587 3.398 -0.551
C 0.801 2.015 -0.377
C -0.214 1.133 -0.071
C -1.507 1.703 0.127
H -4.667 0.830 1.126
H -5.040 3.269 0.824
H -3.160 4.714 0.115
H -0.832 4.998 -0.497
H 1.422 4.035 -0.822
H 1.814 1.649 -0.498
```

Summary:
Maximum force = 0.0182 Eh/bohr
Charge = -1
E_tot = -167589.0272 eV
HOMO energy (alpha / beta) = -4.24 / -4.44 eV
2S+1 = 4